--- a ---
Computed, not measured: a 2-piece molecular cluster, C5H9N3O2 overall, with ωB97M-V with the def2-TZVPD basis set.

```
19
Properties=species:S:1:pos:R:3
C 2.221 -0.035 -0.380
C 1.432 -0.451 -1.377
C 0.105 0.413 0.304
C -0.961 -0.745 1.739
C -1.085 -0.580 -1.593
N 1.412 0.517 0.691
N 0.093 -0.139 -0.954
N -0.699 1.658 0.637
O -0.362 2.125 1.765
O -1.496 2.125 -0.168
H 3.257 -0.152 -0.333
H 1.615 -1.186 -2.140
H -0.793 -1.620 1.308
H -1.931 -0.437 1.900
H -0.427 -0.673 2.643
H -0.905 -0.808 -2.629
H -1.372 -1.595 -1.168
H -1.800 0.155 -1.421
H 1.697 1.426 1.174
```

Properties
Highest occupied orbital energy (alpha / beta), eV: -7.4 / -7.4
HOMO-LUMO gap (alpha / beta), eV: 7.444 / 7.444
LUMO (alpha / beta), eV: 0.0 / 0.0

=====

--- b ---
Computed, not measured: a 2-piece molecular cluster, C5H9N3O2 overall, with ωB97M-V with the def2-TZVPD basis set.

```
19
Properties=species:S:1:pos:R:3
C -0.279 -2.210 0.339
C 0.335 -1.041 1.051
C 1.187 -0.182 0.437
C 1.281 -1.447 -1.596
C -1.438 1.578 0.531
H -0.045 -3.019 -1.623
H -0.021 -0.771 2.066
H 1.420 0.743 0.987
H 2.397 0.254 -1.274
H -0.178 3.287 0.761
H -1.486 3.369 -0.104
H -2.541 1.454 0.766
H -1.116 1.206 -0.578
H -0.747 0.939 1.080
N 0.322 -2.371 -0.960
N 1.657 -0.334 -0.814
N -1.173 3.042 0.840
O -1.323 -2.709 0.704
O 1.749 -1.785 -2.612
```

Properties
Highest occupied orbital energy, eV: -9.4
HOMO-LUMO gap, eV: 9.755
LUMO, eV: 0.3

=====

What are the relative energies? In hartree: a 0.2005; b 0.0000.

=====

--- a ---
Computed, not measured: a 2-piece molecular cluster, C4H11N2O overall, with ωB97M-V with the def2-TZVPD basis set.

```
18
Properties=species:S:1:pos:R:3
C -0.884 -0.283 2.389
C 0.135 -0.385 1.478
N 0.118 0.494 0.319
N -1.293 -1.245 3.250
H -1.359 0.709 2.583
H 0.915 -1.135 1.497
H -0.260 -0.009 -0.507
H -0.364 1.385 0.482
H 1.070 0.736 0.024
H -0.716 -2.064 3.414
H -1.888 -0.973 4.015
C 0.457 -0.795 -2.337
C 0.308 0.488 -2.739
O 1.126 1.513 -2.295
H -0.368 -1.506 -2.601
H 1.311 -1.160 -1.807
H -0.458 0.830 -3.458
H 1.240 2.194 -3.005
```

Properties
Highest occupied orbital energy (alpha / beta), eV: -17.0 / -16.8
Spin multiplicity: 2
Net charge: +2
HOMO-LUMO gap (alpha / beta), eV: 8.170 / 4.325
LUMO (alpha / beta), eV: -8.8 / -12.5

=====

--- b ---
Computed, not measured: a 2-piece molecular cluster, C4H11N2O overall, with ωB97M-V with the def2-TZVPD basis set.

```
18
Properties=species:S:1:pos:R:3
N 0.281 -0.837 1.723
C 1.082 -1.113 0.541
C 0.163 -1.230 -0.777
N -1.124 -0.489 -0.622
C -1.183 0.901 -0.866
C 0.103 1.765 -0.722
O 1.098 1.322 -1.275
H -0.079 1.659 1.741
H -0.085 0.229 1.682
H 0.636 -1.281 2.536
H 1.838 -0.306 0.301
H 1.565 -2.147 0.769
H -0.095 -2.287 -1.054
H 0.825 -0.814 -1.565
H -1.550 -0.637 0.326
H -1.372 1.171 -2.059
H -2.075 1.286 -0.249
H -0.028 2.810 -0.430
```

Properties
Highest occupied orbital energy (alpha / beta), eV: -20.0 / -19.9
Spin multiplicity: 2
Net charge: +2
HOMO-LUMO gap (alpha / beta), eV: 5.748 / 5.462
LUMO (alpha / beta), eV: -14.3 / -14.4

=====

What are the relative energies? In hartree: a 0.0000; b 0.2826.

=====

--- a ---
Computed, not measured: C2H4ClN2 as an isolated structure, with ωB97M-V with the def2-TZVPD basis set.

```
9
Properties=species:S:1:pos:R:3
C -1.071 1.007 -0.043
C 0.601 -1.558 0.047
N 1.265 1.319 -0.023
N 0.140 1.279 0.031
Cl 2.037 -0.815 -0.010
H -1.501 1.531 -0.935
H -1.514 0.605 0.886
H 0.183 -1.897 -0.958
H -0.141 -1.471 1.007
```

Properties
Highest occupied orbital energy (alpha / beta), eV: -14.4 / -14.4
Net charge: +1
HOMO-LUMO gap (alpha / beta), eV: 7.380 / 7.378
LUMO (alpha / beta), eV: -7.0 / -7.0

=====

--- b ---
Computed, not measured: an isolated ion of composition C2H4ClN2 and charge +1, with ωB97M-V with the def2-TZVPD basis set.

```
9
Properties=species:S:1:pos:R:3
C 1.302 -0.081 -0.048
C -1.110 0.458 0.502
N 0.082 0.267 -0.173
N 0.582 -1.040 -0.742
Cl 2.882 0.276 0.070
H -1.114 1.337 1.134
H -1.997 0.425 -0.094
H -1.172 -0.458 1.120
H 0.545 -1.184 -1.770
```

Properties
Highest occupied orbital energy, eV: -15.6
Net charge: +1
HOMO-LUMO gap, eV: 9.529
LUMO, eV: -6.1

=====

--- c ---
Computed, not measured: a 2-piece molecular cluster, C2H4ClN2 overall, with ωB97M-V with the def2-TZVPD basis set.

```
9
Properties=species:S:1:pos:R:3
C 0.924 -1.046 -0.007
C -0.366 1.426 0.047
N -1.415 -1.432 -0.008
N -0.288 -1.430 0.028
Cl -1.927 1.034 -0.010
H 1.379 -1.070 -0.918
H 1.545 -1.070 0.816
H 0.053 1.471 -0.837
H 0.095 2.117 0.889
```

Properties
Highest occupied orbital energy (alpha / beta), eV: -14.7 / -14.7
Net charge: +1
HOMO-LUMO gap (alpha / beta), eV: 7.879 / 7.876
LUMO (alpha / beta), eV: -6.9 / -6.9

=====

What are the relative energies? In hartree: a 0.0401; b 0.0000; c 0.0214.

=====

--- a ---
Computed, not measured: a 2-piece molecular cluster, C2H5O2 overall, with ωB97M-V with the def2-TZVPD basis set.

```
9
Properties=species:S:1:pos:R:3
O -2.707 -0.451 -0.120
H -2.449 -1.210 0.417
C 0.067 0.813 -0.522
C 0.800 0.202 0.385
O 2.179 -0.009 0.218
H -1.010 0.881 -0.354
H 0.449 1.021 -1.512
H 0.352 -0.284 1.242
H 2.320 -0.964 0.246
```

Properties
Highest occupied orbital energy, eV: -2.2
Net charge: -1
HOMO-LUMO gap, eV: 5.902
LUMO, eV: 3.7

=====

--- b ---
Computed, not measured: a 2-piece molecular cluster, C2H5O2 overall, with ωB97M-V with the def2-TZVPD basis set.

```
9
Properties=species:S:1:pos:R:3
O -2.627 -0.642 0.344
H -1.652 -0.310 0.693
O 0.140 0.016 1.166
C 0.807 -0.359 0.144
C 1.677 0.517 -0.633
H 0.587 -1.205 -0.591
H 2.494 1.046 -0.047
H 1.568 0.721 -1.660
H -2.995 0.217 0.584
```

Properties
Highest occupied orbital energy, eV: -1.9
Net charge: -1
HOMO-LUMO gap, eV: 6.339
LUMO, eV: 4.4

=====

What are the relative energies? In hartree: a 0.0064; b 0.0000.